# 1
{
  "formula": "C29H31BO6",
  "method": "wB97M-V/def2-TZVPD",
  "e_above_lowest_ev": 1.385,
  "mol_weight_g_mol": 486.4,
  "energy_ha": -1599.75146,
  "homo_energy_ev": -6.312,
  "gap_ev": 4.22,
  "elements": ["C", "O", "C", "C", "C", "C", "C", "O", "C", "C", "C", "H", "H", "H", "H", "H", "H", "H", "H", "H", "H", "H", "C", "C", "C", "C", "C", "B", "C", "C", "C", "C", "C", "O", "C", "C", "C", "C", "C", "O", "C", "C", "C", "C", "C", "O", "O", "H", "H", "H", "H", "H", "H", "H", "H", "H", "H", "H", "H", "H", "H", "H", "H", "H", "H", "H", "H"],
  "xyz": [[5.923, -3.066, -3.949], [5.215, -1.822, -4.161], [3.902, -1.789, -3.813], [3.303, -0.516, -3.663], [2.131, -0.405, -2.938], [1.512, -1.526, -2.333], [0.440, -1.190, -1.424], [-0.816, -1.544, -1.563], [-1.317, -1.861, -2.899], [1.972, -2.815, -2.743], [3.143, -2.941, -3.478], [6.970, -2.772, -3.920], [5.629, -3.541, -3.005], [5.730, -3.742, -4.789], [3.828, 0.353, -4.064], [1.657, 0.563, -2.810], [0.646, -0.472, -0.641], [-1.247, -2.951, -2.954], [-2.367, -1.527, -2.910], [-0.739, -1.369, -3.702], [1.411, -3.695, -2.469], [3.531, -3.911, -3.803], [-1.653, 0.795, 6.031], [-1.913, 1.293, 4.700], [-2.650, 2.338, 4.203], [-2.488, 2.296, 2.776], [-1.642, 1.251, 2.473], [-0.997, 0.642, 1.116], [-1.706, 1.460, -0.019], [-2.803, 1.285, -0.826], [-3.045, 2.534, -1.496], [-2.064, 3.398, -1.076], [-1.838, 4.812, -1.262], [-1.203, 2.727, -0.243], [0.517, 1.096, 1.138], [1.367, 1.543, 2.113], [2.632, 1.849, 1.507], [2.505, 1.577, 0.171], [3.441, 1.536, -0.927], [1.205, 1.224, -0.066], [-1.471, -0.851, 1.363], [-0.816, -2.044, 1.489], [-1.745, -3.016, 2.013], [-2.945, -2.367, 2.140], [-4.233, -2.747, 2.703], [-2.796, -1.066, 1.703], [-1.339, 0.614, 3.655], [-2.230, 1.391, 6.743], [-1.952, -0.255, 6.126], [-0.592, 0.866, 6.303], [-3.242, 3.039, 4.787], [-2.975, 2.974, 2.079], [-3.389, 0.372, -0.886], [-3.855, 2.749, -2.179], [-2.387, 5.147, -2.140], [-2.208, 5.398, -0.415], [-0.778, 5.032, -1.391], [1.122, 1.682, 3.162], [3.527, 2.214, 1.988], [4.371, 2.014, -0.614], [3.709, 0.513, -1.217], [3.069, 2.055, -1.815], [0.234, -2.209, 1.254], [-1.528, -4.049, 2.285], [-4.241, -3.835, 2.846], [-4.374, -2.277, 3.690], [-5.060, -2.457, 2.043]],
  "forces_ev_per_a": [[-0.291, 0.368, -0.311], [-0.918, -0.421, 0.114], [-0.100, 0.213, 0.723], [0.267, -0.594, -0.302], [0.167, -0.183, 0.288], [0.602, -0.165, -1.441], [-2.472, -1.047, -1.069], [2.366, 1.432, -0.149], [-0.149, -0.825, -0.014], [-0.394, 0.815, 0.091], [0.462, 0.324, -0.155], [-0.034, -0.177, -0.037], [0.070, 0.202, -0.169], [0.137, 0.045, 0.186], [-0.258, -0.224, 0.203], [0.272, 0.025, 0.162], [-0.217, -0.108, 0.572], [-0.225, 0.224, -0.437], [0.585, -0.139, 0.174], [-0.138, -0.218, 0.625], [0.066, -0.127, 0.175], [-0.349, 0.257, 0.412], [0.182, -0.405, 1.200], [-0.703, 0.919, -1.935], [0.436, -0.747, 0.247], [0.319, -0.246, -0.159], [-0.802, 1.306, 0.719], [-1.139, 0.905, 1.328], [-0.531, -0.053, -1.643], [0.440, 0.083, 0.291], [0.584, 0.323, 0.263], [-0.582, -2.300, 0.030], [0.092, 1.215, -0.301], [-1.022, 0.320, 0.102], [1.276, 0.321, 0.593], [-0.120, -0.081, -0.048], [-0.085, -0.249, -0.822], [-1.079, 0.564, 2.170], [1.086, 0.171, -0.839], [0.414, -0.997, -0.417], [0.362, -1.631, -0.811], [-0.141, 0.053, 0.136], [-0.469, 0.263, -0.110], [2.028, 0.487, -0.813], [-0.730, -0.310, 0.421], [0.260, -0.489, 0.368], [0.275, 0.427, 0.455], [0.091, -0.136, 0.040], [0.043, 0.080, 0.079], [-0.152, -0.032, -0.029], [0.191, -0.204, -0.151], [0.309, -0.231, 0.036], [0.075, 0.284, 0.107], [0.078, 0.137, 0.067], [0.074, 0.103, -0.071], [0.125, -0.035, 0.038], [0.020, 0.082, -0.025], [-0.032, -0.220, -0.299], [-0.044, -0.073, 0.008], [-0.048, 0.069, -0.068], [-0.081, 0.144, 0.076], [0.069, 0.015, 0.034], [-0.184, 0.074, 0.283], [-0.174, 0.335, -0.069], [-0.145, 0.231, -0.034], [-0.116, -0.071, -0.312], [0.100, -0.080, 0.223]]
}

=====

# 2
{
  "formula": "C29H31BrN5O2SeTi",
  "method": "wB97M-V/def2-TZVPD",
  "e_above_lowest_ev": 0.460,
  "mol_weight_g_mol": 688.3,
  "energy_ha": -7372.72799,
  "total_charge": 1,
  "homo_energy_ev": [-10.657, -10.657],
  "gap_ev": [7.00, 7.00],
  "elements": ["Ti", "O", "C", "C", "C", "C", "C", "C", "C", "O", "N", "N", "C", "C", "Br", "C", "C", "C", "C", "C", "C", "C", "H", "H", "H", "H", "H", "H", "H", "H", "H", "H", "H", "H", "H", "H", "C", "N", "C", "Se", "N", "C", "C", "C", "C", "C", "C", "H", "H", "H", "H", "H", "H", "H", "H", "C", "C", "C", "C", "C", "N", "H", "H", "H", "H", "H", "H", "H", "H", "H"],
  "xyz": [[0.218, -0.362, -1.228], [4.311, 3.128, 0.125], [4.838, 1.952, -0.334], [6.211, 1.783, -0.219], [6.803, 0.619, -0.676], [6.035, -0.390, -1.246], [4.667, -0.217, -1.368], [4.059, 0.950, -0.921], [2.578, 1.167, -1.084], [1.921, 0.129, -1.770], [1.943, 1.322, 0.244], [0.632, 0.973, 0.169], [0.040, 0.681, 1.394], [-1.283, 0.588, 1.463], [-1.756, -1.890, -1.352], [-2.580, 0.447, 1.480], [-3.574, 1.466, 1.864], [-3.227, 2.814, 1.971], [-4.177, 3.749, 2.343], [-5.481, 3.348, 2.609], [-5.832, 2.011, 2.498], [-4.883, 1.073, 2.123], [3.356, 3.060, 0.225], [6.793, 2.577, 0.231], [7.875, 0.499, -0.586], [6.502, -1.298, -1.601], [4.055, -0.979, -1.831], [2.390, 2.087, -1.651], [2.428, 0.839, 1.003], [0.702, 0.460, 2.225], [-2.950, -0.529, 1.168], [-2.211, 3.124, 1.757], [-3.903, 4.792, 2.423], [-6.222, 4.080, 2.900], [-6.847, 1.697, 2.700], [-5.155, 0.029, 2.032], [2.544, -3.687, 3.011], [1.238, -3.863, 2.400], [0.777, -3.273, 1.282], [1.758, -2.093, 0.212], [-0.459, -3.728, 1.053], [-0.835, -4.623, 2.049], [-1.999, -5.345, 2.265], [-2.020, -6.165, 3.378], [-0.922, -6.261, 4.241], [0.238, -5.538, 4.023], [0.254, -4.716, 2.906], [3.133, -3.012, 2.398], [3.048, -4.650, 3.075], [2.428, -3.268, 4.010], [-1.030, -3.364, 0.296], [-2.845, -5.274, 1.595], [-2.905, -6.750, 3.586], [-0.983, -6.918, 5.098], [1.085, -5.614, 4.690], [-1.344, 1.939, -5.906], [-1.343, 2.706, -4.576], [-2.732, 3.287, -4.276], [-0.273, 3.809, -4.576], [-1.010, 1.754, -3.507], [-0.764, 1.000, -2.680], [-1.589, 2.637, -6.706], [-2.089, 1.144, -5.903], [-0.366, 1.507, -6.115], [-2.979, 4.008, -5.054], [-2.748, 3.799, -3.314], [-3.494, 2.508, -4.273], [-0.520, 4.529, -5.356], [0.715, 3.402, -4.786], [-0.246, 4.334, -3.621]],
  "forces_ev_per_a": [[1.261, 1.357, 1.308], [0.189, -0.095, -0.085], [-0.093, 0.078, 0.025], [0.008, 0.015, 0.009], [-0.016, -0.032, -0.012], [0.024, 0.027, 0.012], [0.011, 0.029, 0.017], [-0.071, 0.033, 0.004], [-0.028, 0.168, 0.594], [-1.264, -0.537, 0.142], [1.217, 0.950, -0.346], [-0.514, -1.767, -1.279], [-1.346, 0.026, -0.058], [0.633, -0.042, -0.028], [0.050, 0.145, -0.137], [0.172, 0.042, 0.013], [0.103, 0.024, 0.007], [-0.014, -0.042, 0.028], [-0.003, -0.026, -0.009], [-0.004, -0.002, 0.003], [-0.023, 0.015, 0.004], [0.000, -0.013, -0.047], [-0.156, -0.067, 0.036], [-0.002, -0.009, -0.005], [-0.003, -0.003, 0.004], [0.000, 0.000, -0.004], [0.002, -0.013, -0.008], [-0.046, 0.034, 0.038], [0.049, -0.190, -0.249], [-0.027, -0.013, 0.108], [-0.103, -0.004, 0.005], [0.007, -0.009, 0.004], [0.000, 0.000, 0.005], [-0.001, 0.001, -0.001], [-0.002, 0.006, 0.006], [-0.005, 0.004, 0.006], [-0.008, 0.001, -0.005], [-0.015, -0.045, -0.003], [-0.027, -0.116, 0.089], [-0.221, 0.276, -0.305], [-0.060, 0.089, 0.087], [0.002, 0.051, -0.076], [-0.023, -0.008, -0.004], [-0.003, 0.004, -0.013], [0.012, 0.012, -0.005], [0.013, -0.020, 0.028], [0.057, 0.059, -0.028], [0.011, 0.012, 0.003], [0.005, 0.005, -0.006], [0.006, -0.001, -0.005], [-0.009, -0.071, -0.045], [0.009, 0.002, 0.000], [0.003, 0.004, -0.001], [0.009, 0.006, 0.002], [-0.008, 0.000, -0.005], [0.003, 0.007, -0.014], [0.024, 0.016, 0.045], [-0.013, 0.014, 0.011], [-0.016, -0.004, 0.000], [-0.114, -0.056, -0.021], [0.362, -0.303, 0.155], [0.001, 0.002, 0.009], [0.004, -0.002, 0.001], [-0.003, -0.002, 0.000], [0.002, -0.006, -0.003], [-0.002, 0.000, -0.005], [0.002, 0.001, 0.007], [-0.001, -0.011, -0.002], [-0.003, -0.001, 0.006], [-0.002, -0.005, -0.007]]
}

=====

# 3
{
  "formula": "C29H31FN6O6Sc",
  "method": "wB97M-V/def2-TZVPD",
  "e_above_lowest_ev": 1.208,
  "mol_weight_g_mol": 623.6,
  "energy_ha": -2764.36511,
  "total_charge": -1,
  "homo_energy_ev": -1.963,
  "gap_ev": 3.25,
  "elements": ["Sc", "C", "C", "O", "C", "C", "C", "N", "N", "C", "O", "C", "C", "C", "C", "C", "C", "H", "H", "H", "H", "H", "H", "H", "H", "H", "H", "H", "H", "C", "C", "C", "C", "C", "H", "H", "H", "H", "H", "F", "C", "C", "N", "C", "C", "O", "O", "C", "O", "N", "C", "O", "H", "H", "H", "H", "N", "C", "N", "C", "C", "C", "C", "C", "H", "H", "H", "H", "H", "H", "H", "H", "H", "H"],
  "xyz": [[-0.406, 0.374, 1.048], [-1.860, 3.534, 3.722], [-0.891, 2.533, 3.213], [-1.273, 1.806, 2.220], [0.274, 2.319, 3.922], [1.261, 1.409, 3.599], [2.347, 1.091, 4.600], [1.320, 0.845, 2.328], [2.523, 0.382, 1.914], [2.481, 0.095, 0.619], [1.371, 0.179, -0.043], [3.728, -0.346, -0.039], [4.888, -0.467, 0.727], [6.128, -0.457, 0.134], [6.255, -0.623, -1.237], [5.118, -0.697, -1.979], [3.830, -0.582, -1.395], [-2.488, 3.112, 4.515], [-2.546, 3.921, 2.963], [-1.313, 4.382, 4.148], [0.216, 2.838, 4.907], [2.542, 1.935, 5.247], [3.241, 0.765, 4.038], [2.002, 0.221, 5.149], [4.796, -0.453, 1.805], [7.030, -0.290, 0.751], [7.238, -0.684, -1.702], [5.176, -0.913, -3.049], [2.964, -0.845, -1.990], [1.035, 5.503, -0.070], [1.458, 6.430, 0.896], [0.332, 6.735, 1.725], [-0.733, 5.947, 1.293], [-0.317, 5.196, 0.155], [1.604, 5.106, -0.887], [2.455, 6.884, 0.889], [0.365, 7.373, 2.620], [-1.730, 5.956, 1.725], [-0.885, 4.460, -0.384], [1.608, -2.029, -3.742], [0.469, -1.484, -4.123], [-0.078, -0.451, -3.461], [-1.418, -0.167, -3.715], [-2.236, 0.643, -2.757], [-1.483, 1.226, -1.633], [-0.663, 2.152, -1.766], [-1.729, 0.602, -0.475], [-2.138, -0.595, -4.814], [-3.299, -0.248, -5.109], [-1.363, -1.431, -5.649], [-0.257, -2.190, -5.225], [0.026, -3.284, -5.673], [0.448, 0.090, -2.652], [-2.986, -0.043, -2.322], [-2.768, 1.326, -3.406], [-1.794, -1.701, -6.557], [-0.956, -1.495, 1.713], [-1.690, -2.355, 1.317], [-2.223, -3.466, 1.005], [-1.453, -4.577, 0.450], [-2.059, -5.028, -0.888], [-3.566, -4.778, -0.969], [-4.238, -4.812, 0.395], [-3.603, -3.797, 1.351], [-1.453, -5.364, 1.233], [-0.409, -4.204, 0.288], [-1.815, -6.115, -0.957], [-1.527, -4.529, -1.709], [-4.053, -5.553, -1.664], [-3.741, -3.783, -1.478], [-4.139, -5.797, 0.830], [-5.329, -4.638, 0.237], [-3.492, -4.239, 2.392], [-4.133, -2.858, 1.434]],
  "forces_ev_per_a": [[1.705, 3.309, -0.477], [-0.435, 0.981, 0.327], [-0.555, -0.780, -0.535], [0.338, -0.161, -0.186], [-1.163, 0.533, 1.368], [1.362, -1.068, -2.398], [0.239, -0.218, -1.280], [-1.770, 1.271, 2.545], [1.231, -0.715, -1.599], [-0.257, -0.289, 2.341], [-1.162, -0.430, -0.695], [-0.019, -0.191, 0.309], [0.150, 0.872, 0.470], [0.999, -0.258, 0.703], [0.743, 0.503, 0.174], [-1.725, -0.704, -0.918], [0.988, -0.456, -0.643], [0.144, -0.194, 0.007], [0.379, -0.217, -0.122], [-0.176, -0.110, -0.123], [0.801, -0.541, -0.830], [0.047, 0.005, 0.196], [-0.320, 0.375, 0.428], [-0.039, -0.082, 0.425], [0.004, 0.333, -0.056], [-0.578, -0.488, -0.303], [-0.211, 0.097, 0.074], [-0.018, 0.118, 0.294], [-0.095, 0.706, -0.041], [-0.419, 0.061, 0.181], [-0.114, 0.404, -0.073], [1.311, 0.121, 0.353], [-0.523, -0.366, -0.520], [0.047, 0.325, 0.819], [0.400, -0.152, -0.232], [-0.393, -0.077, 0.296], [-0.140, -0.192, -0.474], [0.013, -0.055, -0.022], [-0.230, -0.083, -0.154], [1.036, -0.164, 0.006], [-1.181, -0.108, -0.564], [-0.296, -0.830, -0.034], [-0.701, 1.136, 0.516], [-1.227, -1.497, -1.394], [2.354, 1.701, 1.944], [-1.795, -2.062, 0.021], [0.347, 0.421, -1.391], [-0.301, 0.413, -1.117], [2.415, -0.831, 0.845], [-0.737, -0.357, -0.669], [0.037, 0.268, 0.971], [0.008, 0.799, -0.194], [-0.513, -0.347, -0.413], [0.281, 0.309, -0.325], [-0.026, 0.617, 0.345], [0.283, 0.125, 1.311], [-3.067, -3.690, -0.843], [3.562, 2.697, 1.907], [-1.069, -0.767, -1.145], [1.186, 0.358, -0.130], [0.592, -0.919, 0.172], [-0.612, -0.100, -1.775], [-0.496, 0.411, -0.502], [0.063, -0.398, 1.891], [0.075, 0.238, -0.521], [-0.817, -0.537, 0.311], [-0.294, 0.691, -0.162], [-0.219, -0.129, 0.173], [0.692, 1.111, 1.005], [0.089, -0.939, 0.668], [0.013, -0.385, 0.056], [0.793, 0.070, 0.467], [-0.678, 0.428, -1.004], [-0.357, 0.085, -0.055]]
}